Formula: C31H28BrN3O4
Source: OMol25
Level of theory: ωB97M-V/def2-TZVPD

The geometry in XYZ format:
```
67
C31H28BrN3O4 ωB97M-V/def2-TZVPD
C -1.03786 -3.30229 -1.32102
C -1.67752 -3.65990 0.02401
C -3.18560 -3.79148 -0.17136
C -1.12006 -4.97829 0.56677
N -1.34489 -2.57940 0.98919
C -0.02540 -2.26952 1.26499
O 0.93274 -2.83500 0.81255
C 0.01494 -1.13225 2.28199
C 0.67064 0.14944 1.71517
C 2.01475 0.07891 1.04414
C 2.94023 -0.90665 1.35747
C 4.19090 -0.90868 0.76547
C 4.51707 0.09189 -0.13056
Br 6.23486 0.09229 -0.94803
C 3.62322 1.10600 -0.42710
C 2.37875 1.09949 0.17096
N -0.40652 0.67704 0.89010
C -0.62200 0.32606 -0.41702
O 0.19305 0.06813 -1.25864
N -2.01769 0.35672 -0.62145
C -2.62192 0.24821 -1.89955
C -3.84142 -0.40395 -2.03568
C -4.42198 -0.51136 -3.28644
C -3.79313 0.02217 -4.39836
C -2.58226 0.67802 -4.25505
C -1.99441 0.80052 -3.00906
C -2.70230 0.49351 0.55953
O -3.88937 0.58341 0.70795
C -1.63477 0.56958 1.65077
C -1.90137 1.79940 2.53250
C -1.75928 3.04258 1.69399
C -2.85398 3.57132 1.02228
C -2.70215 4.66591 0.18936
C -1.45578 5.24386 0.01862
C -0.36202 4.72879 0.69275
C -0.51371 3.63412 1.52502
C -1.45560 -0.75411 2.46313
C -2.22932 -1.88495 1.79541
O -3.39382 -2.11198 1.96512
H -1.43561 -2.36227 -1.69864
H 0.04052 -3.21131 -1.23536
H -1.26076 -4.08254 -2.04322
H -3.68134 -4.11568 0.73826
H -3.62454 -2.85014 -0.48805
H -3.36612 -4.53024 -0.94836
H -0.03748 -4.93841 0.64308
H -1.39002 -5.78833 -0.10460
H -1.53915 -5.18800 1.54919
H 0.50413 -1.47582 3.19413
H 0.77107 0.85343 2.55776
H 2.69628 -1.69064 2.05460
H 4.90234 -1.68508 0.99999
H 3.89579 1.89064 -1.11556
H 1.68158 1.89271 -0.04972
H -4.34103 -0.80545 -1.16885
H -5.36960 -1.01807 -3.38860
H -4.24763 -0.06905 -5.37326
H -2.09038 1.10311 -5.11674
H -1.05158 1.31042 -2.89897
H -2.91754 1.71067 2.91984
H -1.19976 1.81828 3.36858
H -3.82683 3.12018 1.14808
H -3.56039 5.06655 -0.32900
H -1.33757 6.09557 -0.63442
H 0.61214 5.17904 0.57029
H 0.34497 3.24158 2.05120
H -1.78912 -0.62605 3.49233
```

As for the structure (SMILES): CC(C)(C)N1C(=O)[C@H]2[C@@H](c3ccc(Br)cc3)N3C(=O)N(c4ccccc4)C(=O)[C@@]3(Cc3ccccc3)[C@H]2C1=O. As for the HOMO energy: -8.85 eV. For the total energy, the calculation gives -4237.4710 Eh.

Here are the Mulliken charges for atoms 1 to 8, given in e:
1 C -1.408
2 C 1.279
3 C -1.519
4 C -1.813
5 N 0.616
6 C 0.249
7 O -0.613
8 C -0.377

---

Formula: C2H3GdLiO
Source: OMol25
Level of theory: ωB97M-V/def2-TZVPD

The geometry in XYZ format:
```
8
C2H3GdLiO ωB97M-V/def2-TZVPD
C 0.12781 0.48279 1.22409
C -0.39886 -0.64924 0.69305
O -1.02055 -0.59507 -0.53762
Li 0.39934 0.57121 -1.48030
H 0.66714 0.45830 2.17360
H -0.00597 1.48107 0.77103
Gd -1.30298 -2.86996 -0.11641
H 1.53407 1.12090 -2.72745
```

As for the HOMO energy (alpha / beta): -11.30 / -11.24 eV. Its charge is +1. For the total energy, the calculation gives -926.0299 Eh. Its multiplicity is 8.

Table of Mulliken atomic charges, one value per atom, all in e:
1 C -0.661
2 C -0.742
3 O -0.763
4 Li 0.834
5 H 0.185
6 H 0.284
7 Gd 1.878
8 H -0.015

---

Formula: C6H16O4
Source: OMol25
Level of theory: ωB97M-V/def2-TZVPD

The geometry in XYZ format:
```
26
C6H16O4 ωB97M-V/def2-TZVPD
C 2.67597 1.17704 -0.36501
C 2.24557 -0.26200 -0.42089
C 3.08561 -1.21827 0.37368
O 1.34236 -0.63884 -1.14707
H 3.76061 1.26492 -0.36842
H 2.30039 1.59815 0.57061
H 2.24936 1.74602 -1.18873
H 2.61657 -2.20144 0.39270
H 3.19832 -0.84172 1.38838
H 4.07807 -1.29138 -0.07336
C -3.02828 0.61152 0.54560
C -2.03333 -0.07964 -0.37863
C -2.60380 -0.28709 -1.77774
O -0.86607 0.73883 -0.43516
H -3.93554 0.01919 0.62824
H -3.27668 1.59369 0.15016
H -2.59666 0.73467 1.53564
H -1.75719 -1.05505 0.04874
H -2.88917 0.66969 -2.21014
H -1.86017 -0.75404 -2.42126
H -3.47851 -0.93057 -1.73458
H -0.17337 0.26066 -0.96086
O 0.15014 -0.92384 2.09539
O 0.55525 0.40084 1.74821
H 0.30684 -0.94190 3.04774
H -0.06628 0.61057 0.95677
```

As for the structure (SMILES): CC(C)=O.CC(C)O.OO. As for the HOMO energy: -9.56 eV. For the total energy, the calculation gives -539.0749 Eh. For the relative energy (zero: lowest compared OMol25 entry of this formula, charge and spin), the calculation gives 70.3 kcal per mole.

Here are the Mulliken charges for atoms 1 to 8, given in e:
1 C -1.211
2 C 1.165
3 C -1.335
4 O -0.693
5 H 0.408
6 H 0.288
7 H 0.316
8 H 0.318